(1)
A cluster of 6 separate species, H12O6 in total at a distorted geometry. Source: the OMol25 dataset; level of theory: ωB97M-V with the def2-TZVPD basis set.

Results
* SMILES string: O.O.O.O.O.O
* HOMO level: -11.045 eV
* energy above the lowest of the compared OMol25 structures with the same formula, charge and spin: 53.6 kcal per mole
* total energy: -458.58702 a.u.

Each line ends with the Mulliken charge.
CARTESIAN COORDINATES (ANGSTROEM)
O (-4.446, -2.987, 1.083)  -0.67
H (-4.253, -3.902, 0.793)  0.33
H (-5.439, -2.993, 1.346)  0.32
O (4.449, 9.708, -1.884)  -0.64
H (4.758, 9.293, -1.089)  0.32
H (4.911, 9.400, -2.664)  0.32
O (-0.342, -6.340, -0.704)  -0.71
H (-0.251, -6.877, 0.120)  0.35
H (0.294, -5.692, -0.518)  0.32
O (-3.056, -5.879, -0.423)  -0.68
H (-3.600, -6.282, -1.196)  0.32
H (-2.091, -5.873, -0.551)  0.41
O (3.761, 7.985, 3.821)  -0.65
H (3.579, 7.131, 4.243)  0.32
H (3.526, 8.543, 4.715)  0.33
O (-0.274, -1.976, -2.311)  -0.65
H (-0.380, -1.084, -2.794)  0.33
H (-1.146, -2.177, -1.988)  0.32

Force components x, y, z for each atom (eV/Å):
-2.4 -0.5 0.5
-0.1 0.5 0.1
2.7 -0.1 -0.7
-0.8 0.8 -0.4
0.5 -0.5 0.2
0.3 -0.3 0.3
-0.9 -2.0 1.1
-0.4 0.1 -1.0
1.5 1.9 -0.1
-2.1 -0.6 -1.2
2.2 1.1 2.0
-0.4 -0.4 -0.8
-1.2 1.7 4.2
0.2 -0.3 -0.7
1.0 -1.4 -3.6
0.4 2.3 -1.4
0.2 -2.2 1.2
-0.6 -0.1 0.2

---

(2)
A structure of composition H12O6 at a distorted geometry. Source: the OMol25 dataset; level of theory: ωB97M-V with the def2-TZVPD basis set.

Results
* HOMO level: -8.282 eV
* energy above the lowest of the compared OMol25 structures with the same formula, charge and spin: 224.7 kcal per mole
* total energy: -458.31431 a.u.

Each line ends with the Mulliken charge.
CARTESIAN COORDINATES (ANGSTROEM)
O (6.382, 17.959, -13.734)  -0.66
H (7.312, 18.182, -13.697)  0.26
H (6.276, 17.265, -13.083)  0.52
O (6.035, 17.036, -10.788)  -0.82
H (6.563, 16.240, -10.848)  0.30
H (5.619, 17.113, -11.647)  0.35
O (5.575, 18.732, -9.870)  -0.83
H (5.765, 17.934, -10.363)  0.68
H (6.415, 18.983, -9.487)  0.20
O (6.690, 14.955, -11.893)  -0.64
H (6.630, 14.200, -11.308)  0.27
H (6.373, 14.631, -12.736)  0.29
O (5.893, 15.115, -8.966)  -0.56
H (6.555, 14.823, -9.593)  0.26
H (5.400, 14.323, -8.751)  0.31
O (5.222, 16.838, -12.649)  -0.57
H (5.132, 15.908, -12.858)  0.29
H (4.350, 17.103, -12.356)  0.36

Force components x, y, z for each atom (eV/Å):
4.0 2.8 -3.0
0.4 0.7 -0.5
2.4 1.6 -1.5
5.0 -8.1 0.6
-0.2 0.7 0.3
1.5 0.1 2.1
-2.4 7.7 3.9
0.0 2.2 2.2
0.0 0.3 0.1
0.6 -1.3 -0.6
0.0 -0.5 -0.1
0.4 -0.5 -0.4
-0.1 -0.2 0.2
0.2 0.0 0.4
-0.2 -0.3 0.2
-10.3 -5.5 -4.0
-0.4 -0.2 0.2
-1.0 0.5 -0.3

---

(3)
A cluster of 6 separate species, H12O6 in total at a distorted geometry. Source: the OMol25 dataset; level of theory: ωB97M-V with the def2-TZVPD basis set.

Results
* SMILES string: O.O.O.O.O.O
* HOMO level: -10.571 eV
* energy above the lowest of the compared OMol25 structures with the same formula, charge and spin: 62.1 kcal per mole
* total energy: -458.57350 a.u.

Each line ends with the Mulliken charge.
CARTESIAN COORDINATES (ANGSTROEM)
O (-0.672, -0.236, 2.132)  -0.73
H (-0.497, -0.737, 1.232)  0.35
H (-0.715, -1.152, 2.583)  0.33
O (-1.667, 2.318, 1.997)  -0.61
H (-1.162, 2.744, 2.694)  0.30
H (-1.416, 1.421, 2.049)  0.40
O (-0.365, 3.274, -1.075)  -0.66
H (-0.419, 2.371, -0.651)  0.31
H (-1.159, 3.785, -1.027)  0.33
O (2.230, -6.365, -0.398)  -0.61
H (2.020, -6.962, 0.295)  0.31
H (1.842, -6.698, -1.146)  0.30
O (-0.596, 3.982, -3.706)  -0.65
H (-0.875, 4.862, -3.480)  0.29
H (0.033, 3.764, -2.921)  0.38
O (0.799, -2.251, 0.816)  -0.64
H (1.670, -1.966, 0.797)  0.30
H (0.949, -2.153, -0.190)  0.33

Force components x, y, z for each atom (eV/Å):
0.4 -4.5 -1.8
-0.2 2.0 2.0
-0.1 2.4 0.0
-0.5 2.0 -0.2
0.0 0.1 0.0
0.4 -2.0 0.2
1.8 -1.8 0.4
-0.6 2.0 -0.5
-1.0 -0.3 0.5
1.8 2.1 2.0
-0.3 -0.8 0.9
-1.5 -1.3 -2.9
1.9 -0.8 1.6
-0.3 0.7 -0.1
-1.7 0.2 -1.8
-1.3 -0.2 -3.7
3.6 1.1 2.5
-2.3 -1.0 1.1

---

(4)
A cluster of 6 separate species, H12O6 in total at a distorted geometry. Source: the OMol25 dataset; level of theory: ωB97M-V with the def2-TZVPD basis set.

Results
* SMILES string: O.O.O.O.O.O
* HOMO level: -11.080 eV
* energy above the lowest of the compared OMol25 structures with the same formula, charge and spin: 33.6 kcal per mole
* total energy: -458.61901 a.u.

Each line ends with the Mulliken charge.
CARTESIAN COORDINATES (ANGSTROEM)
O (-0.466, 0.767, 1.159)  -0.73
H (0.155, 0.014, 1.411)  0.46
H (-0.638, 1.543, 1.707)  0.27
O (-0.694, -0.720, -1.821)  -0.66
H (-1.579, -0.398, -1.446)  0.43
H (-0.353, 0.049, -1.160)  0.17
O (0.999, -1.173, 1.690)  -0.67
H (0.695, -1.815, 2.339)  0.31
H (1.394, -1.594, 0.896)  0.41
O (2.068, -1.724, -0.700)  -0.76
H (2.195, -0.735, -0.662)  0.34
H (1.217, -1.778, -1.178)  0.38
O (-2.871, 0.590, -0.226)  -0.67
H (-2.171, 0.564, 0.441)  0.38
H (-3.278, 1.415, 0.062)  0.30
O (1.362, 1.474, -0.773)  -0.60
H (0.492, 1.376, -0.337)  0.35
H (1.473, 2.144, -1.400)  0.30

Force components x, y, z for each atom (eV/Å):
-1.1 0.6 -1.2
-0.1 0.5 0.9
0.8 -0.7 0.3
-0.7 3.9 3.8
0.2 -1.5 -1.5
0.4 -2.6 -2.6
0.1 0.0 0.5
0.1 -0.1 -0.3
0.1 -0.3 0.0
-0.5 1.5 0.1
0.1 -1.1 -0.3
0.3 -0.1 0.0
-0.2 0.5 0.4
0.7 -0.6 0.1
-0.5 0.0 -0.6
0.3 -2.3 1.7
0.4 0.9 -0.1
-0.5 1.5 -1.3

---

(5)
A cluster of 6 separate species, H12O6 in total at a distorted geometry. Source: the OMol25 dataset; level of theory: ωB97M-V with the def2-TZVPD basis set.

Results
* SMILES string: O.O.O.O.O.O
* HOMO level: -10.739 eV
* energy above the lowest of the compared OMol25 structures with the same formula, charge and spin: 59.7 kcal per mole
* total energy: -458.57738 a.u.

Each line ends with the Mulliken charge.
CARTESIAN COORDINATES (ANGSTROEM)
O (1.534, -0.213, 0.196)  -0.58
H (0.714, 0.108, 0.559)  0.23
H (1.888, 0.565, -0.356)  0.34
O (-1.267, -1.391, 0.156)  -0.68
H (-0.934, -2.043, -0.584)  0.34
H (-0.548, -1.381, 0.787)  0.31
O (-3.723, -1.859, -0.965)  -0.64
H (-2.900, -1.373, -0.697)  0.39
H (-4.286, -1.572, -0.284)  0.30
O (4.228, -1.856, -0.316)  -0.61
H (4.146, -0.920, -0.369)  0.29
H (4.346, -2.088, 0.601)  0.31
O (-1.887, 1.221, 1.031)  -0.57
H (-1.212, 1.683, 0.518)  0.30
H (-1.366, 0.704, 1.556)  0.29
O (0.519, 3.260, -0.971)  -0.62
H (0.436, 2.897, -0.100)  0.27
H (0.312, 4.259, -0.763)  0.34

Force components x, y, z for each atom (eV/Å):
1.4 1.7 -1.3
-0.4 0.3 0.0
-0.9 -1.8 1.2
1.0 -2.0 -2.3
-0.8 1.8 2.2
0.2 -0.3 0.1
2.1 0.3 -0.9
-1.0 -0.7 -0.5
-1.6 0.4 1.3
0.2 -1.2 -0.6
-0.1 1.0 0.2
0.0 0.1 0.4
-1.4 2.6 -2.1
-0.6 0.2 -0.4
1.7 -2.5 2.6
-0.6 3.3 0.1
0.1 -0.5 0.8
0.6 -2.8 -0.9

---

(6)
A cluster of 6 separate species, H12O6 in total. Source: the OMol25 dataset; level of theory: ωB97M-V with the def2-TZVPD basis set.

Results
* SMILES string: O.O.O.O.O.O
* HOMO level: -11.328 eV
* energy above the lowest of the compared OMol25 structures with the same formula, charge and spin: 40.2 kcal per mole
* total energy: -458.60848 a.u.

Each line ends with the Mulliken charge.
CARTESIAN COORDINATES (ANGSTROEM)
O (-1.984, 0.647, -5.509)  -0.64
H (-2.433, 1.319, -4.996)  0.31
H (-1.136, 0.543, -5.079)  0.32
O (1.475, 1.673, -2.901)  -0.64
H (2.224, 1.255, -3.325)  0.32
H (1.632, 2.611, -3.006)  0.32
O (-4.233, -1.829, 0.486)  -0.64
H (-3.329, -1.719, 0.781)  0.32
H (-4.372, -1.113, -0.134)  0.31
O (3.899, 1.159, 2.571)  -0.63
H (4.068, 1.597, 1.737)  0.32
H (3.979, 1.852, 3.227)  0.32
O (-0.624, -2.118, 5.065)  -0.64
H (0.253, -2.485, 5.179)  0.32
H (-0.673, -1.900, 4.134)  0.32
O (0.133, -0.746, 0.687)  -0.63
H (0.871, -0.462, 1.226)  0.32
H (0.250, -0.282, -0.142)  0.31

Force components x, y, z for each atom (eV/Å):
-0.1 -0.1 -0.2
-0.1 0.2 0.1
0.3 0.0 0.1
-0.2 -0.1 0.1
0.2 -0.2 -0.1
0.0 0.3 0.0
-0.2 -0.2 0.1
0.3 0.0 0.1
-0.1 0.2 -0.2
-0.1 -0.2 0.0
0.1 0.1 -0.2
0.0 0.1 0.2
-0.1 0.0 0.2
0.2 -0.1 0.1
-0.1 0.1 -0.3
-0.2 -0.2 0.1
0.2 0.1 0.2
0.0 0.1 -0.3

---

(7)
A cluster of 6 separate species, H12O6 in total at a distorted geometry. Source: the OMol25 dataset; level of theory: ωB97M-V with the def2-TZVPD basis set.

Results
* SMILES string: O.O.O.O.O.O
* HOMO level: -9.758 eV
* energy above the lowest of the compared OMol25 structures with the same formula, charge and spin: 67.9 kcal per mole
* total energy: -458.56434 a.u.

Each line ends with the Mulliken charge.
CARTESIAN COORDINATES (ANGSTROEM)
O (-0.077, -0.561, -0.784)  -0.62
H (0.491, 0.217, -0.815)  0.31
H (-0.796, -0.303, -0.196)  0.30
O (3.520, -1.926, -0.363)  -0.57
H (4.026, -1.698, -1.151)  0.28
H (4.049, -1.578, 0.364)  0.28
O (-3.363, 2.567, -0.773)  -0.63
H (-3.296, 2.391, 0.173)  0.32
H (-2.450, 2.705, -1.050)  0.32
O (-4.108, -2.423, 0.797)  -0.64
H (-3.506, -2.325, 0.051)  0.32
H (-4.980, -2.473, 0.389)  0.32
O (1.827, 4.117, 0.733)  -0.64
H (2.611, 4.341, 0.218)  0.32
H (2.174, 3.617, 1.481)  0.32
O (1.518, -1.898, 0.318)  -0.56
H (0.632, -2.017, 0.680)  0.28
H (1.729, -2.754, -0.071)  0.30

Force components x, y, z for each atom (eV/Å):
-1.2 1.0 -0.5
0.1 -0.2 0.0
-0.1 0.1 -0.2
2.5 0.1 -1.0
0.1 -0.1 0.0
-0.2 -0.1 0.0
0.2 -0.1 0.1
-0.1 0.0 -0.1
-0.1 0.0 0.0
0.0 0.0 -0.2
0.0 0.0 0.1
0.1 0.0 0.1
0.2 -0.1 0.0
-0.1 0.0 0.0
-0.1 0.0 0.0
-1.4 -1.1 1.6
0.0 0.1 -0.2
0.1 0.3 0.2

---

(8)
A cluster of 6 separate species, H12O6 in total. Source: the OMol25 dataset; level of theory: ωB97M-V with the def2-TZVPD basis set.

Results
* SMILES string: O.O.O.O.O.O
* HOMO level: -11.224 eV
* energy above the lowest of the compared OMol25 structures with the same formula, charge and spin: 38.4 kcal per mole
* total energy: -458.61133 a.u.

Each line ends with the Mulliken charge.
CARTESIAN COORDINATES (ANGSTROEM)
O (-0.468, 0.473, -0.652)  -0.58
H (-0.001, 0.631, -1.480)  0.25
H (-1.372, 0.751, -0.836)  0.31
O (-2.310, -0.804, 1.984)  -0.63
H (-2.502, 0.126, 1.821)  0.30
H (-1.564, -0.786, 2.594)  0.34
O (1.823, 2.229, -3.511)  -0.63
H (1.716, 1.295, -3.298)  0.32
H (1.208, 2.677, -2.919)  0.32
O (3.454, 0.957, 1.987)  -0.62
H (3.331, 1.857, 1.665)  0.31
H (3.177, 0.404, 1.248)  0.31
O (0.555, -1.746, 2.309)  -0.67
H (0.442, -2.424, 2.984)  0.32
H (0.002, -2.047, 1.579)  0.33
O (-2.875, -1.019, -2.014)  -0.61
H (-2.912, -1.508, -2.844)  0.31
H (-2.952, -1.701, -1.337)  0.31

Force components x, y, z for each atom (eV/Å):
0.2 0.2 0.0
-0.1 -0.1 0.1
0.0 -0.2 -0.1
-0.2 0.1 0.0
0.0 -0.1 0.0
0.2 0.0 -0.1
-0.2 -0.1 0.2
0.1 0.1 -0.1
0.1 0.1 -0.1
0.0 0.1 -0.2
0.0 -0.1 0.1
-0.1 0.0 0.2
-0.2 -0.1 0.1
0.1 0.0 0.0
0.0 0.1 -0.1
-0.1 -0.2 -0.1
0.0 0.1 0.0
0.1 0.1 0.1

---

(9)
A cluster of 6 separate species, H12O6 in total. Source: the OMol25 dataset; level of theory: ωB97M-V with the def2-TZVPD basis set.

Results
* SMILES string: O.O.O.O.O.O
* HOMO level: -10.838 eV
* energy above the lowest of the compared OMol25 structures with the same formula, charge and spin: 29.5 kcal per mole
* total energy: -458.62539 a.u.

Each line ends with the Mulliken charge.
CARTESIAN COORDINATES (ANGSTROEM)
O (-3.175, -1.570, 1.337)  -0.64
H (-3.616, -1.202, 2.102)  0.31
H (-2.925, -0.808, 0.814)  0.30
O (3.304, 1.110, -2.465)  -0.63
H (3.075, 0.425, -3.093)  0.31
H (2.996, 0.776, -1.622)  0.33
O (0.138, 0.837, 2.573)  -0.62
H (0.759, 1.543, 2.752)  0.30
H (0.056, 0.825, 1.619)  0.35
O (-2.247, -1.472, -1.430)  -0.65
H (-3.055, -1.116, -1.800)  0.32
H (-2.521, -1.893, -0.615)  0.37
O (2.749, 0.628, 0.309)  -0.68
H (2.638, 1.207, 1.063)  0.26
H (1.877, 0.264, 0.155)  0.48
O (0.288, 0.198, -0.327)  -0.72
H (0.086, 0.682, -1.129)  0.29
H (-0.426, -0.434, -0.242)  0.33

Force components x, y, z for each atom (eV/Å):
0.1 -0.2 -0.2
-0.1 0.0 0.3
0.0 0.5 0.1
-0.1 0.2 -0.5
0.0 -0.1 -0.2
0.2 0.1 0.7
-0.1 -0.1 0.3
0.1 0.2 0.2
0.0 0.0 -0.5
0.4 0.3 0.0
-0.2 0.1 -0.2
-0.2 -0.6 0.2
0.9 0.1 0.1
0.2 0.1 0.1
-0.4 -0.3 0.0
-0.5 0.1 0.2
0.0 0.2 -0.3
-0.3 -0.5 -0.2

---

(10)
A structure of composition H12O8V at a distorted geometry. Source: the OMol25 dataset; level of theory: ωB97M-V with the def2-TZVPD basis set.

Results
* multiplicity: 2
* HOMO level (alpha / beta): -19.748 / -18.023 eV
* expectation value of S²: 0.85
* energy above the lowest of the compared OMol25 structures with the same formula, charge and spin: 12.4 kcal per mole
* net charge: +2
* total energy: -1552.39419 a.u.

Each line ends with the Mulliken charge.
CARTESIAN COORDINATES (ANGSTROEM)
O (18.919, -11.374, -7.020)  -0.19
V (17.577, -12.251, -7.005)  1.24
O (16.752, -11.812, -8.348)  -0.47
O (18.246, -12.759, -4.809)  -0.45
H (19.120, -12.626, -4.440)  0.32
H (17.823, -13.374, -4.209)  0.33
O (14.623, -9.838, -8.786)  -0.47
H (14.157, -9.732, -9.616)  0.35
H (15.533, -9.992, -9.040)  0.34
O (14.866, -13.356, -9.732)  -0.42
H (15.457, -14.082, -9.931)  0.36
H (15.447, -12.628, -9.511)  0.39
O (16.485, -10.364, -5.727)  -0.49
H (15.605, -10.049, -5.934)  0.33
H (16.681, -9.982, -4.872)  0.31
O (15.745, -13.357, -6.445)  -0.39
H (15.844, -14.305, -6.359)  0.35
H (14.868, -13.240, -6.812)  0.33
O (18.536, -14.107, -7.741)  -0.42
H (19.095, -14.212, -8.511)  0.30
H (18.686, -14.900, -7.226)  0.34

Force components x, y, z for each atom (eV/Å):
-2.4 -1.4 -0.5
1.8 1.6 1.2
0.8 0.1 0.3
-0.7 -0.1 -1.2
0.7 0.3 0.0
-0.5 -0.2 0.4
0.1 -0.4 0.6
-0.5 0.2 -0.5
0.5 0.1 -0.2
-0.4 0.1 0.7
0.2 -0.6 -0.5
0.3 0.7 -0.2
0.4 -1.1 -0.9
-0.5 0.1 -0.3
0.4 0.0 0.5
1.0 0.0 0.3
-0.1 -0.6 0.2
-0.6 0.4 -0.3
-1.0 0.9 0.6
0.4 0.3 -0.6
0.0 -0.4 0.5